Entry 1:
37
Properties=species:S:1:pos:R:3:mulliken_spin:R:1 method="wB97M-V/def2-TZVPD" e_homo_ev="-10.90 / -12.65" multiplicity=5 relative_energy_kj_mol=0.00 orbital_gap_ev="8.47 / 10.17" largest_force_ev_per_a=0.18 total_charge=+1
Cr -0.336 -0.026 -0.121 4.02
N 0.959 1.360 -1.147 -0.01
C 1.605 2.126 -0.054 -0.02
C 2.370 1.186 0.864 0.00
N 1.529 0.065 1.311 0.03
C 0.814 0.248 2.581 -0.04
C -0.144 -0.918 2.761 -0.01
N -1.169 -0.909 1.689 -0.01
H 1.656 0.949 -1.762 0.01
H 0.391 1.990 -1.706 0.01
H 0.803 2.631 0.484 0.00
H 2.282 2.889 -0.444 0.00
H 2.778 1.753 1.707 0.00
H 3.224 0.765 0.327 0.00
H 2.093 -0.775 1.369 0.01
H 1.492 0.312 3.439 0.01
H 0.257 1.187 2.529 0.01
H -0.600 -0.896 3.752 0.00
H 0.413 -1.855 2.680 0.00
H -1.857 -0.180 1.879 0.01
H -1.676 -1.788 1.685 0.01
C 2.325 -3.112 -2.454 0.00
N 0.942 -3.548 -2.311 0.01
C 0.636 -4.817 -2.957 0.00
C 0.053 -2.812 -1.650 -0.02
C -1.374 -3.279 -1.544 0.04
O 0.392 -1.732 -1.113 -0.05
H 2.562 -2.987 -3.511 0.00
H 2.989 -3.868 -2.034 0.00
H 2.467 -2.173 -1.932 0.00
H 1.327 -5.579 -2.597 0.00
H 0.754 -4.721 -4.037 0.00
H -0.376 -5.138 -2.739 0.00
H -1.807 -3.498 -2.519 0.00
H -1.956 -2.488 -1.077 0.00
H -1.442 -4.182 -0.936 0.00
Cl -1.815 1.733 0.192 0.01



Entry 2:
48
Properties=species:S:1:pos:R:3:nbo_charge:R:1 method="wB97M-V/def2-TZVPD" e_homo_ev=-5.07 relative_energy_kj_mol=2238.55 orbital_gap_ev=4.98 largest_force_ev_per_a=18.17
Cu -14.811 -11.402 -8.241 0.97
C -15.806 -13.626 -8.611 0.27
O -15.158 -13.031 -7.523 -0.61
O -15.414 -12.794 -9.635 -0.85
C -15.429 -15.177 -8.763 0.91
F -14.114 -15.272 -8.757 -0.31
F -15.968 -15.718 -7.718 -0.31
F -15.959 -15.803 -9.819 -0.32
C -15.598 -13.136 -6.220 -0.08
C -14.448 -12.930 -5.318 -0.64
H -14.692 -12.675 -4.287 0.21
H -13.900 -13.872 -5.296 0.20
H -13.810 -12.111 -5.649 0.23
H -16.147 -14.042 -5.964 0.19
H -16.277 -12.291 -6.104 0.19
H -16.886 -13.508 -8.514 0.17
C -15.595 -9.652 -7.028 0.75
O -15.410 -10.856 -6.960 -0.70
N -14.867 -8.865 -7.739 -0.81
N -16.485 -9.073 -6.333 -0.79
H -15.241 -7.933 -7.630 0.37
H -13.892 -9.072 -7.897 0.41
H -16.926 -9.555 -5.563 0.42
H -16.548 -8.068 -6.415 0.37
C -12.722 -12.216 -7.569 0.76
O -13.439 -11.220 -7.531 -0.83
N -11.700 -12.462 -6.791 -0.82
N -12.983 -13.268 -8.246 -0.86
H -11.303 -11.813 -6.127 0.40
H -11.382 -13.420 -6.788 0.38
H -13.827 -13.487 -8.755 0.49
H -12.260 -13.966 -8.347 0.39
C -13.210 -13.487 -10.958 0.72
O -12.301 -13.653 -11.745 -0.78
N -14.018 -14.421 -10.830 -0.82
N -13.406 -12.430 -10.255 -0.87
H -13.975 -15.314 -11.300 0.40
H -14.724 -14.188 -10.146 0.38
H -12.792 -11.677 -10.531 0.35
H -14.249 -12.202 -9.748 0.41
C -13.885 -9.836 -10.176 0.78
O -14.151 -10.826 -9.510 -0.69
N -13.256 -8.763 -9.818 -0.80
N -13.993 -9.707 -11.476 -0.81
H -12.990 -8.674 -8.847 0.37
H -13.230 -8.005 -10.484 0.39
H -13.754 -8.811 -11.876 0.37
H -14.462 -10.424 -12.011 0.43